# 1
ORCA calculation (ωB97M-V with the def2-TZVPD basis set) on a molecular structure, C31H26BrCeCl2IN3OS2.

```
! wB97M-V def2-TZVPD RIJCOSX def2/J DEFGRID3
* xyz 0 2
Ce -0.0735 0.1542 0.6814
C 2.6644 2.7234 1.3986
N 1.2464 2.6135 1.0031
C 1.0138 3.2692 -0.3089
C 1.5759 2.4023 -1.4513
N 0.8503 1.1284 -1.5978
C -0.3784 1.3709 -2.4406
C 1.7105 0.0715 -2.0971
C 1.7952 -0.1838 -3.4860
C 2.7045 -1.1523 -3.9735
C 3.6054 -1.7986 -3.0948
C 3.5206 -1.5448 -1.7459
C 2.5650 -0.6399 -1.2286
S 2.5576 -0.6250 0.5384
C 0.2509 2.8693 2.0047
C -0.6232 3.9418 1.8758
C -1.5099 4.3347 2.8839
C -1.4354 3.6526 4.0795
C -0.6458 2.5190 4.1982
C 0.1778 2.0024 3.1689
S 0.9583 0.4410 3.2464
H 2.8845 3.6790 1.8686
H 3.2818 2.5701 0.5259
H 2.8729 1.8835 2.0779
H 1.5596 4.2246 -0.4919
H -0.0711 3.3675 -0.4879
H 2.6287 2.1502 -1.2528
H 1.4809 2.9645 -2.3940
H -0.1505 2.0564 -3.2772
H -1.1283 1.8938 -1.8333
H -0.8178 0.4320 -2.7578
H 1.1245 0.3288 -4.1822
H 2.6850 -1.4395 -5.0128
H 4.3758 -2.4612 -3.4283
H 4.1568 -2.0170 -1.0025
H -0.5436 4.6171 1.0146
H -2.1506 5.1868 2.7777
H -2.0596 3.8960 4.9262
H -0.6163 2.0726 5.1764
Cl -3.4997 -3.5048 1.1264
C -4.0610 -1.9133 1.1386
C -5.4432 -1.6573 1.1771
C -5.8839 -0.3557 1.0693
Cl -7.5729 -0.1739 1.1546
C -5.0019 0.7656 0.8267
C -5.3725 2.0959 0.6164
C -4.3522 3.0158 0.3430
C -3.0526 2.6324 0.3158
N -2.6106 1.4152 0.6267
C -3.5433 0.4584 0.8461
C -3.1089 -0.8695 1.0899
O -1.8167 -1.0979 1.0286
H -6.1638 -2.4280 1.3261
H -6.4244 2.3236 0.5115
H -4.6207 4.0337 0.1105
H -2.2850 3.3142 -0.0142
Br 1.5936 -6.5249 2.1455
C 2.1257 -6.1737 0.3616
C 3.1679 -6.9854 -0.0324
C 3.8586 -6.7933 -1.2123
C 3.4453 -5.7902 -2.0508
C 2.3744 -4.9655 -1.7102
C 1.7296 -5.1115 -0.4951
I 0.3502 -3.5613 0.0151
H 3.4389 -7.8160 0.6069
H 4.7242 -7.4075 -1.3963
H 3.9011 -5.6670 -3.0411
H 2.0607 -4.2134 -2.3846
*
```

HOMO level (alpha / beta) (eV): -7.2 / -7.2
Orbital gap (alpha / beta) (eV): 6.580 / 6.595
Energy relative to the best compared isomer or geometry (same formula, charge and spin) (kcal/mol): 17.0

=====

# 2
ORCA calculation (ωB97M-V with the def2-TZVPD basis set) on 4 unconnected molecules or ions with the total composition C48H108NO3P3.

```
! wB97M-V def2-TZVPD RIJCOSX def2/J DEFGRID3
* xyz 2 1
C -7.5838 -1.4653 1.4620
C -7.2025 -0.5385 2.6661
C -5.7460 -0.4254 2.9818
C -5.2461 -1.3830 3.9973
P -3.4052 -1.4198 4.3709
C -2.7550 0.3454 4.1672
C -1.2985 0.5975 4.6620
C -0.8648 2.0427 4.5819
C -1.5941 3.0649 5.4515
C -2.5487 -2.4573 3.0949
C -2.8043 -2.0812 1.5545
C -3.9465 -2.9134 0.9259
C -4.1755 -2.5580 -0.5496
C -3.1172 -2.1651 6.0366
C -1.6616 -2.5500 6.3876
C -1.4558 -3.0197 7.9504
C -1.8918 -2.1446 9.1458
H -7.3467 -2.4982 1.7167
H -6.9593 -1.1265 0.6354
H -8.6393 -1.4343 1.1914
H -7.7740 -0.9136 3.5152
H -7.6729 0.4035 2.3843
H -5.6741 0.5346 3.4931
H -5.2761 -0.5060 2.0016
H -5.4907 -2.4365 3.8612
H -5.7814 -1.0716 4.8943
H -3.5087 0.9915 4.6173
H -2.7197 0.4812 3.0863
H -0.5871 -0.0799 4.1897
H -1.1924 0.2889 5.7020
H -0.9136 2.3899 3.5498
H 0.1889 2.1759 4.8269
H -1.6054 2.7533 6.4960
H -2.5836 3.3454 5.0907
H -1.0253 3.9863 5.3264
H -2.9241 -3.4698 3.2436
H -1.4840 -2.4528 3.3285
H -1.8846 -2.2791 1.0040
H -3.0267 -1.0246 1.4053
H -4.8075 -2.8442 1.5909
H -3.6397 -3.9571 0.9934
H -3.2087 -2.6943 -1.0342
H -4.5719 -1.5697 -0.7828
H -4.8649 -3.2709 -1.0018
H -3.6647 -3.1005 6.1530
H -3.5326 -1.4609 6.7575
H -0.9775 -1.7623 6.0720
H -1.4225 -3.3407 5.6764
H -0.3946 -3.2395 8.0669
H -1.9795 -3.9582 8.1324
H -1.2330 -2.3604 9.9869
H -2.9020 -2.2542 9.5404
H -1.7818 -1.0764 8.9587
C 4.9783 2.0521 -3.2768
C 5.4080 1.1197 -2.1811
C 5.2467 -0.3637 -2.5731
C 3.8006 -0.8864 -2.6811
P 3.6232 -2.6530 -2.4906
C 3.6856 -3.1068 -0.7020
C 4.9714 -2.7811 0.0840
C 4.8367 -1.3865 0.6398
C 6.0991 -0.8544 1.3402
C 2.0129 -2.9918 -3.2673
C 0.8768 -2.2774 -2.5289
C -0.4453 -2.8820 -2.8704
C -1.2364 -2.3788 -4.1149
C 4.8077 -3.5767 -3.5706
C 4.8273 -3.1047 -5.0043
C 5.9999 -3.6709 -5.8019
C 5.8284 -5.1673 -6.1538
H 3.8890 2.0838 -3.2550
H 5.2542 1.7082 -4.2737
H 5.2488 3.0997 -3.1449
H 4.7450 1.3461 -1.3461
H 6.4536 1.2275 -1.8926
H 5.9603 -1.0145 -2.0677
H 5.7076 -0.3681 -3.5609
H 3.3057 -0.5989 -3.6088
H 3.2204 -0.3708 -1.9158
H 3.5221 -4.1812 -0.7864
H 2.8133 -2.6661 -0.2193
H 5.8555 -2.9803 -0.5215
H 4.9842 -3.4765 0.9232
H 4.0129 -1.3212 1.3506
H 4.5698 -0.6764 -0.1429
H 6.1860 -1.5891 2.1407
H 5.8834 0.0838 1.8515
H 7.0417 -0.7754 0.7985
H 1.9845 -4.0805 -3.2215
H 2.0434 -2.7091 -4.3196
H 0.8048 -1.1946 -2.6310
H 0.9956 -2.4293 -1.4561
H -1.0589 -2.8420 -1.9704
H -0.3966 -3.9693 -2.9301
H -0.5824 -2.0418 -4.9192
H -1.8031 -1.4742 -3.8938
H -1.9098 -3.1130 -4.5572
H 4.7142 -4.6619 -3.6105
H 5.7414 -3.3854 -3.0417
H 4.9048 -2.0243 -5.1261
H 3.8799 -3.3297 -5.4941
H 6.9064 -3.4766 -5.2286
H 6.1883 -3.0832 -6.7003
H 6.7960 -5.6553 -6.2718
H 5.4345 -5.3855 -7.1464
H 5.2401 -5.6622 -5.3811
C -3.2484 6.8912 -1.1841
C -2.1769 6.0801 -2.0263
C -1.2606 5.2169 -1.2406
C -0.4793 4.2907 -2.1564
P 0.3155 2.8297 -1.4471
C 1.2338 2.0178 -2.9193
C 0.2636 1.7527 -3.9881
C 0.7484 0.9330 -5.1943
C 1.2580 1.7550 -6.3051
C 1.5105 3.2575 -0.2228
C 1.0174 3.4463 1.1961
C 2.2206 3.9593 2.0035
C 1.9733 4.5228 3.3432
C -0.9275 1.6166 -0.8506
C -2.3700 1.8051 -1.3569
C -3.3409 0.9027 -0.5531
C -4.7184 1.0311 -1.2067
H -4.1306 7.1824 -1.7543
H -2.8209 7.7754 -0.7112
H -3.7204 6.3297 -0.3778
H -1.5590 6.7461 -2.6285
H -2.7040 5.4833 -2.7707
H -1.7818 4.6401 -0.4766
H -0.5764 5.7417 -0.5738
H 0.1726 4.9174 -2.7651
H -1.1680 3.7559 -2.8104
H 1.6897 1.0985 -2.5519
H 1.9445 2.7175 -3.3591
H -0.2947 2.6051 -4.3753
H -0.5167 1.1065 -3.5861
H -0.0868 0.3781 -5.6216
H 1.4958 0.2058 -4.8772
H 0.6016 2.5315 -6.6978
H 1.3758 1.1605 -7.2111
H 2.1484 2.3248 -6.0393
H 1.9836 4.1414 -0.6507
H 2.3338 2.5434 -0.2046
H 0.5619 2.6035 1.7159
H 0.1772 4.1362 1.2747
H 2.6499 4.7742 1.4207
H 2.9515 3.1527 1.9453
H 1.3618 5.4251 3.3405
H 2.9240 4.8249 3.7825
H 1.5846 3.6400 3.8508
H -0.8392 1.4873 0.2280
H -0.4648 0.6830 -1.1706
H -2.4316 1.4780 -2.3948
H -2.6437 2.8601 -1.3639
H -3.4507 1.0975 0.5137
H -3.0029 -0.1319 -0.6123
H -4.7711 0.7654 -2.2625
H -5.1281 2.0405 -1.2435
H -5.3285 0.3254 -0.6429
N 1.4537 -0.2960 1.2590
O 2.0042 0.4275 2.0997
O 0.4681 -1.0564 1.4778
O 1.8196 -0.1310 0.1009
*
```

HOMO level (eV): -12.5
Orbital gap (eV): 9.321
Energy relative to the best compared isomer or geometry (same formula, charge and spin) (kcal/mol): 67.3

=====

# 3
ORCA calculation (ωB97M-V with the def2-TZVPD basis set) on a gas-phase ion, C24H41FN3OSi (charge +1).

```
! wB97M-V def2-TZVPD RIJCOSX def2/J DEFGRID3
* xyz 1 1
C 3.9016 0.0976 3.2634
C 2.7064 0.2358 2.2951
F 1.5727 0.3425 3.0943
C 2.4803 -0.9845 1.4511
N 1.5454 -1.8545 1.5694
N 1.6685 -2.7754 0.6000
C 0.7241 -3.8722 0.4490
C 0.2187 -4.1039 -1.0037
C 0.0587 -2.8458 -1.8684
C -1.0147 -1.8461 -1.3708
C -0.4019 -0.6036 -0.6576
C -0.9921 0.7570 -1.1019
C -1.2735 1.6210 0.1375
C -2.1619 2.8643 -0.1531
Si -4.0294 2.4844 -0.2242
C -4.5650 2.5538 -2.0347
C -4.8721 3.8183 0.8293
C -4.4961 0.8214 0.5495
C -5.2553 0.7622 1.7028
C -5.6070 -0.4335 2.2750
C -5.2080 -1.6207 1.7246
C -4.4647 -1.5895 0.5647
C -4.1291 -0.3915 -0.0042
C 2.7278 -2.4736 -0.1246
N 3.2729 -1.3624 0.3531
C 4.4590 -0.8179 -0.3554
C 5.1143 0.4450 0.1931
C 5.9552 1.0615 -0.9659
C 5.0057 2.0117 -1.7427
O 5.6285 2.5522 -2.8855
H 4.7191 0.7748 3.0225
H 3.5506 0.3674 4.2612
H 4.1979 -0.9529 3.3095
H 2.7320 1.1649 1.7231
H 1.2229 -4.7843 0.7882
H -0.1358 -3.7173 1.0984
H 0.8900 -4.8240 -1.4825
H -0.7675 -4.5635 -0.9064
H 0.9894 -2.2975 -2.0497
H -0.2668 -3.1992 -2.8533
H -1.5328 -1.4643 -2.2575
H -1.7866 -2.3081 -0.7485
H 0.6911 -0.6063 -0.7573
H -0.6190 -0.6992 0.4119
H -1.8903 0.6347 -1.7172
H -0.2877 1.3158 -1.7308
H -1.7187 1.0528 0.9607
H -0.3073 2.0028 0.5018
H -1.9635 3.6126 0.6217
H -1.8201 3.2754 -1.1132
H -3.7572 2.2087 -2.6887
H -4.7593 3.5934 -2.3180
H -5.4579 1.9361 -2.1604
H -4.7492 3.5796 1.8888
H -4.4480 4.8066 0.6350
H -5.9386 3.8202 0.5772
H -5.6134 1.6492 2.2137
H -6.2154 -0.4592 3.1738
H -5.4414 -2.5903 2.1516
H -4.1420 -2.5036 0.0737
H -3.5599 -0.4423 -0.9294
H 3.0931 -3.0366 -0.9709
H 5.2102 -1.6079 -0.4353
H 4.1554 -0.6142 -1.3879
H 4.4272 1.2294 0.5103
H 5.8374 0.1872 0.9695
H 6.2653 0.3009 -1.6890
H 6.7759 1.6699 -0.5887
H 4.0967 1.4500 -2.0074
H 4.7074 2.7899 -1.0239
H 5.0478 2.3945 -3.6359
*
```

HOMO level (eV): -11.1
Orbital gap (eV): 8.068
SMILES string: C[C@H](F)c1nn(CCCCCCCC[Si](C)(C)c2ccccc2)c[n+]1CCCCO

=====

# 4
ORCA calculation (ωB97M-V with the def2-TZVPD basis set) on a molecular structure, C27H16Cl5N4O4RuS.

```
! wB97M-V def2-TZVPD RIJCOSX def2/J DEFGRID3
* xyz 1 5
Ru 0.0587 -0.7408 -0.5267
C -0.7328 0.6091 3.4483
C 0.0733 1.0073 2.2559
N -0.3444 1.8924 1.4578
N 0.1063 2.6340 0.5213
C -0.3084 2.2964 -0.7510
O -0.7429 1.1475 -1.0049
C -0.1654 3.3061 -1.7844
C 0.2793 4.5940 -1.4713
C 0.4342 5.5249 -2.4816
C 0.1474 5.1766 -3.7956
C -0.2984 3.8965 -4.1095
C -0.4569 2.9599 -3.1078
C 1.4054 0.3466 2.0607
C 2.3888 0.5109 3.0230
C 3.5980 -0.1453 2.8697
C 3.7775 -0.9656 1.7683
C 2.7557 -1.0763 0.8490
N 1.5928 -0.4249 0.9835
H -0.8162 -0.4775 3.4953
H -1.7240 1.0472 3.3999
H -0.2196 0.9393 4.3547
H 0.5018 4.8505 -0.4455
H 0.7773 6.5231 -2.2475
H 0.2688 5.9091 -4.5827
H -0.5241 3.6373 -5.1348
H -0.8097 1.9621 -3.3317
H 2.2021 1.1501 3.8743
H 4.3832 -0.0237 3.6032
H 4.6949 -1.5144 1.6135
H 2.8586 -1.7025 -0.0265
Cl 3.0345 1.4389 -1.1841
C 2.4687 0.2903 -2.3374
C 1.3871 -0.5239 -2.0251
C 0.9485 -1.4015 -2.9995
Cl -0.4869 -2.2836 -2.4799
C 1.5236 -1.5585 -4.2425
Cl 0.9029 -2.6831 -5.3662
C 2.6268 -0.7452 -4.5259
Cl 3.4047 -0.8935 -6.0384
C 3.0935 0.1807 -3.5808
Cl 4.4383 1.1707 -3.9577
O -3.9950 -0.9432 -0.1032
S -3.2033 -0.9301 1.0871
O -3.2757 0.2111 1.9520
N -1.6260 -1.2523 0.7178
C -1.2231 -2.4683 1.1081
O -0.0846 -2.8534 0.7771
C -2.2364 -3.1860 1.9161
C -2.1425 -4.4207 2.5311
C -3.2510 -4.8826 3.2302
C -4.4178 -4.1278 3.3026
C -4.5137 -2.8869 2.6797
C -3.4038 -2.4418 1.9963
H -1.2330 -5.0020 2.4614
H -3.2105 -5.8443 3.7233
H -5.2666 -4.5134 3.8510
H -5.4202 -2.2995 2.7299
*
```

HOMO level (alpha / beta) (eV): -11.8 / -11.9
Orbital gap (alpha / beta) (eV): 8.185 / 6.750
Energy relative to the best compared isomer or geometry (same formula, charge and spin) (kcal/mol): 0.0

=====

# 5
ORCA calculation (ωB97M-V with the def2-TZVPD basis set) on a single C13H14 molecule.

```
! wB97M-V def2-TZVPD RIJCOSX def2/J DEFGRID3
* xyz 0 1
C 3.5740 0.9868 0.4319
C 3.6018 0.1748 -0.7358
C 2.4920 1.1109 1.2294
C 2.4238 -0.4056 -1.1826
C 1.3406 0.4284 0.8799
C 1.3007 -0.4059 -0.2645
C -1.1143 -2.0161 -0.3088
C -1.3695 -0.6259 -0.3334
C -1.3858 -3.2198 0.0081
C -2.0078 0.4634 -0.0741
C 0.0345 -0.8279 -0.8196
C -1.3797 1.8594 -0.2469
C -3.4324 0.4516 0.5033
H 4.5270 1.4541 0.6391
H 4.5265 0.0798 -1.2336
H 2.4867 1.7083 2.1325
H 2.2822 -0.8272 -2.1523
H 0.4035 0.5740 1.3952
H -0.7350 -4.0367 0.0546
H -2.3770 -3.5934 0.3559
H 0.0353 -1.0163 -1.8325
H -2.0270 2.5167 -0.8186
H -1.2847 2.2722 0.7689
H -0.3541 1.6066 -0.4607
H -4.0002 -0.3616 0.2925
H -3.4254 0.3846 1.5589
H -4.1358 1.2647 0.2135
*
```

HOMO level (eV): -8.0
Orbital gap (eV): 8.942
Energy relative to the best compared isomer or geometry (same formula, charge and spin) (kcal/mol): 56.2
SMILES string: C=C1C(=C(C)C)[C@H]1c1ccccc1

=====

# 6
ORCA calculation (ωB97M-V with the def2-TZVPD basis set) on a molecular structure, C8H24AgO8.

```
! wB97M-V def2-TZVPD RIJCOSX def2/J DEFGRID3
* xyz 1 1
Ag 0.0181 0.2619 0.8819
C 3.1898 -0.1559 1.3733
C 2.6767 -1.5720 1.0100
O 1.6564 -1.4038 -0.0130
O 2.2099 0.8377 1.8392
H 3.6312 0.2675 0.4711
H 3.9278 -0.3004 2.1624
H 2.2029 -2.0705 1.8556
H 3.4444 -2.1578 0.5045
H 1.4100 -2.2741 -0.3348
H 2.7794 1.6088 1.8901
C 1.2777 1.8108 -3.0767
C 1.3978 2.2806 -1.6499
O 0.1827 2.0028 -0.8909
O 0.4928 2.7684 -3.7826
H 0.8459 0.8136 -2.9915
H 2.2266 1.6433 -3.5862
H 1.6119 3.3438 -1.5412
H 2.2563 1.7832 -1.1987
H -0.5077 2.5326 -1.2962
H 0.2559 2.4430 -4.6541
C -2.1662 1.0457 2.8963
C -1.3758 -0.0870 3.5828
O -0.9979 -1.1327 2.6724
O -1.4125 1.9777 2.1557
H -2.7645 1.5580 3.6498
H -2.9130 0.6712 2.1962
H -1.9517 -0.5955 4.3560
H -0.4183 0.2455 3.9836
H -0.2823 -1.6215 3.0853
H -1.9753 2.7225 1.9319
C -1.4416 -1.1619 -1.8702
C -2.0939 -2.6320 -1.9826
O -3.4899 -2.5505 -1.8764
O -1.7208 -0.6484 -0.6070
H -1.8948 -0.5233 -2.6285
H -0.3661 -1.3125 -1.9638
H -1.7199 -3.2344 -1.1548
H -1.7323 -3.0256 -2.9325
H -3.8220 -3.4245 -2.0940
H -2.6476 -0.7347 -0.3724
*
```

HOMO level (eV): -12.6
Orbital gap (eV): 10.212
Energy relative to the best compared isomer or geometry (same formula, charge and spin) (kcal/mol): 13.4

=====

# 7
ORCA calculation (ωB97M-V with the def2-TZVPD basis set) on a molecular structure, C33H25Br4NO5PRh.

```
! wB97M-V def2-TZVPD RIJCOSX def2/J DEFGRID3
* xyz 0 5
Rh -0.7042 -1.0894 0.4263
C 6.2712 -0.2335 -0.9149
O 5.7349 -1.0665 -1.9244
C 4.4322 -1.4049 -1.8302
C 3.9799 -2.3083 -2.8172
C 2.6713 -2.6894 -2.8255
C 1.7324 -2.1948 -1.8958
C 0.3349 -2.4953 -2.0273
C -0.1260 -3.7837 -2.6499
O -0.5571 -1.7114 -1.6259
C 2.1970 -1.3130 -0.8501
O 1.4761 -0.8821 0.1137
C 3.5709 -0.9365 -0.8708
H 7.3022 -0.0427 -1.2001
H 6.2478 -0.7314 0.0578
H 5.7350 0.7162 -0.8471
H 4.6846 -2.6693 -3.5535
H 2.3459 -3.3605 -3.6095
H 0.5890 -4.2084 -3.3478
H -1.0875 -3.6310 -3.1375
H -0.2679 -4.4948 -1.8317
H 3.8967 -0.2753 -0.0788
Br -2.0461 -3.4796 7.0283
C -1.4999 -3.3591 5.2328
C -0.8383 -4.4580 4.6155
Br -0.4475 -6.0017 5.6187
C -0.4803 -4.3938 3.2895
Br 0.3783 -5.8196 2.4078
C -0.7597 -3.2474 2.4971
O -0.4881 -3.1693 1.2725
C -1.3842 -2.0863 3.1565
O -1.5593 -1.0299 2.4839
C -1.7497 -2.2085 4.5188
Br -2.5689 -0.6948 5.2906
N -2.9481 -0.7158 -0.4060
C -3.4848 0.5671 -0.0931
C -4.8565 0.7528 0.0329
C -5.3731 2.0046 0.3228
C -4.5205 3.0877 0.4776
C -3.1515 2.9043 0.3803
C -2.6162 1.6471 0.1104
P -0.8233 1.3049 0.1576
C -0.2412 1.5674 -1.5449
C 1.1311 1.5750 -1.7998
C 1.5987 1.6671 -3.0998
C 0.7057 1.7335 -4.1612
C -0.6582 1.7013 -3.9170
C -1.1302 1.6195 -2.6150
C -0.1887 2.7137 1.1184
C -0.3947 2.6535 2.4979
C -0.0193 3.7144 3.3046
C 0.5804 4.8338 2.7443
C 0.8102 4.8868 1.3775
C 0.4249 3.8321 0.5620
H -3.6363 -1.4485 -0.2984
H -2.5600 -0.7645 -1.3444
H -5.5243 -0.0906 -0.1026
H -6.4433 2.1339 0.4168
H -4.9216 4.0701 0.6898
H -2.4862 3.7440 0.5348
H 1.8345 1.4837 -0.9813
H 2.6643 1.6748 -3.2914
H 1.0753 1.8027 -5.1762
H -1.3581 1.7372 -4.7423
H -2.1992 1.6079 -2.4343
H -0.8542 1.7679 2.9260
H -0.1925 3.6697 4.3721
H 0.8699 5.6657 3.3735
H 1.2833 5.7575 0.9415
H 0.5880 3.8915 -0.5046
*
```

HOMO level (alpha / beta) (eV): -7.4 / -7.7
Orbital gap (alpha / beta) (eV): 7.772 / 5.872